(1)
ORCA calculation (wB97M-V/def2-TZVPD) on the ion C3H3O3P with charge -2 at a distorted geometry.

Positions of all 10 atoms, in Å:
O 3.59608 0.15104 1.47762
P 3.26937 0.00961 0.03029
O 3.47923 -1.42034 -0.53767
O 3.77336 1.15056 -0.84951
C 1.40527 0.24953 -0.17200
C 0.14316 0.68132 -0.63142
C 0.07109 -0.22910 0.52924
H -0.39931 1.35706 -1.32568
H -0.08032 0.21100 1.46577
H -0.41918 -1.10912 0.39570

Output
total charge	-2
2S+1	1
SMILES	O=P([O-])([O-])C1=CC1
LUMO	6.86	eV
electronic energy	-683.12581	a.u.
Kohn-Sham gap	5.982	eV
HOMO energy	0.8738	eV


(2)
ORCA calculation (wB97M-V/def2-TZVPD) on a structure of composition C3H3O4P at a distorted geometry.

Positions of all 11 atoms, in Å:
C 2.57843 0.79977 0.86878
C 0.27771 0.48817 0.21418
C 1.55303 0.03853 0.28033
O 3.79707 1.19787 -0.82854
O 5.09903 -0.82656 0.25165
O -0.72882 -0.26962 -0.25490
O 1.98686 -1.18122 -0.20754
P 3.96172 0.06542 0.12157
H 0.07974 1.49904 0.53793
H -1.57092 0.19890 -0.22536
H 1.24851 -1.76557 -0.44854

Output
2S+1	1
LUMO (spin up / spin down)	-0.94 / -0.94	eV
electronic energy	-758.31491	a.u.
Kohn-Sham gap (spin up / spin down)	8.528 / 8.529	eV
HOMO energy (spin up / spin down)	-9.4695 / -9.4702	eV


(3)
ORCA calculation (wB97M-V/def2-TZVPD) on a structure of composition C3H3O4Tm at a distorted geometry.

Positions of all 11 atoms, in Å:
O 3.39974 -0.04141 0.33272
C 2.73386 -1.01545 0.02848
O 2.68753 -2.19634 0.01149
C -2.35240 0.30421 -0.01680
O -0.94023 0.50126 -0.00639
C -0.13933 -0.55337 -0.22964
O 1.05964 -0.06544 -0.28749
Tm 1.64757 2.27429 0.21673
H -2.75196 0.64876 0.94326
H -2.77545 0.90393 -0.83042
H -2.56896 -0.76044 -0.16195

Output
total charge	+1
2S+1	4
LUMO (spin up / spin down)	-5.72 / -7.33	eV
electronic energy	-1501.85678	a.u.
expectation value of S²	3.75
Kohn-Sham gap (spin up / spin down)	6.908 / 5.420	eV
HOMO energy (spin up / spin down)	-12.6291 / -12.7514	eV


(4)
ORCA calculation (wB97M-V/def2-TZVPD) on a structure of composition C3H3OP at a distorted geometry.

Positions of all 8 atoms, in Å:
C -0.31479 1.91142 -0.00564
C -0.61908 1.30051 -1.06960
C 0.44862 -1.71491 0.52931
O -1.11960 0.59169 -1.93132
P 0.32614 -0.15026 1.08741
H -0.12149 2.69710 0.63727
H 0.25054 -2.37785 -0.39715
H 1.14967 -2.25770 1.14972

Output
2S+1	1
LUMO	-1.10	eV
electronic energy	-532.54027	a.u.
Kohn-Sham gap	7.986	eV
HOMO energy	-9.0857	eV


Repeat the fourth record exactly.
ORCA calculation (wB97M-V/def2-TZVPD) on a structure of composition C3H3OP at a distorted geometry.

Positions of all 8 atoms, in Å:
C -0.31479 1.91142 -0.00564
C -0.61908 1.30051 -1.06960
C 0.44862 -1.71491 0.52931
O -1.11960 0.59169 -1.93132
P 0.32614 -0.15026 1.08741
H -0.12149 2.69710 0.63727
H 0.25054 -2.37785 -0.39715
H 1.14967 -2.25770 1.14972

Output
2S+1	1
LUMO	-1.10	eV
electronic energy	-532.54027	a.u.
Kohn-Sham gap	7.986	eV
HOMO energy	-9.0857	eV